Entry 1:
This record from the OMol25 dataset describes a cluster of 2 separate species, C3H9ClO2SSi in total at a distorted geometry. The level of theory is wB97M-V/def2-TZVPD.

## Properties
frontier orbital gap (spin up / spin down): 9.0 / 6.4 eV
2S+1: 3
lowest unoccupied orbital energy (spin up / spin down): 0.40 / -3.48 eV

Each line ends with the Löwdin spin population.
Atoms and positions in Å:
C 0.33 -1.77 -0.20  0.067
C -1.60 0.61 0.61  0.074
C 1.32 1.03 -0.21  -0.005
O 0.82 -0.21 2.14  0.791
O -2.00 -1.88 3.13  0.354
Si 0.19 -0.16 0.75  0.108
S -0.87 -1.33 3.85  0.521
Cl 0.42 -2.85 4.11  0.078
H -0.50 -2.56 0.09  0.000
H 0.02 -1.59 -1.26  0.007
H 1.18 -2.31 -0.16  0.000
H -2.25 -0.04 0.01  0.005
H -2.03 0.69 1.68  -0.002
H -1.57 1.62 0.24  0.004
H 0.56 1.87 -0.54  -0.001
H 2.17 1.42 0.32  0.000
H 1.69 0.54 -1.08  0.000


Entry 2:
This record from the OMol25 dataset describes the ion C3H9FN4 with charge +2 at a distorted geometry. The level of theory is wB97M-V/def2-TZVPD.

## Properties
energy above the lowest of the compared OMol25 structures with the same formula, charge and spin: 9.4 kcal/mol
total charge: +2
frontier orbital gap: 8.8 eV
SMILES: [H]/N=N/C(=[NH2+])[C@@H](F)C[NH3+]
lowest unoccupied orbital energy: -9.19 eV

Each line ends with the Mulliken charge.
Atoms and positions in Å:
C -1.75 -0.25 -0.23  0.368
C 0.91 0.25 -0.80  -0.606
C 0.03 -0.11 0.36  0.039
N -3.23 1.27 0.74  -0.492
N -2.54 0.72 -0.02  0.421
N -2.07 -1.30 -1.06  -0.349
N 2.33 -0.34 -0.64  -0.287
F 0.22 -1.38 0.78  -0.256
H 1.06 1.30 -0.95  0.372
H 0.74 -0.16 -1.87  0.385
H -0.12 0.47 1.27  0.455
H -3.81 2.08 0.31  0.359
H -1.54 -2.12 -1.35  0.242
H -3.09 -1.48 -1.06  0.285
H 2.78 -0.36 -1.53  0.355
H 2.10 -1.29 -0.37  0.364
H 2.69 0.04 0.20  0.346


Entry 3:
This record from the OMol25 dataset describes an isolated molecule of C3H9FOSi at a distorted geometry. The level of theory is wB97M-V/def2-TZVPD.

## Properties
energy above the lowest of the compared OMol25 structures with the same formula, charge and spin: 0.0 kcal/mol
frontier orbital gap: 10.1 eV
SMILES: C[Si](C)(F)CO
lowest unoccupied orbital energy: 0.79 eV

Each line ends with the Mulliken charge.
Atoms and positions in Å:
C -1.47 -0.07 1.41  -1.136
C -0.65 1.12 -1.58  -1.117
C 1.57 -0.16 0.19  -0.500
O 2.19 -1.36 -0.36  -0.543
F -0.99 -1.76 -0.51  -0.336
Si -0.47 -0.21 -0.24  0.669
H -0.87 -0.70 2.13  0.261
H -1.53 0.84 1.90  0.434
H -2.43 -0.58 1.38  0.312
H 0.08 1.87 -1.38  0.334
H -0.39 0.70 -2.50  0.338
H -1.59 1.57 -1.61  0.378
H 2.14 0.68 -0.40  0.188
H 1.68 -0.05 1.21  0.422
H 2.75 -1.88 0.33  0.296


Entry 4:
This record from the OMol25 dataset describes a structure of composition C3H9INO2P at a distorted geometry. The level of theory is wB97M-V/def2-TZVPD.

## Properties
energy above the lowest of the compared OMol25 structures with the same formula, charge and spin: 8.2 kcal/mol
frontier orbital gap: 9.0 eV
lowest unoccupied orbital energy: -0.08 eV

Each line ends with the Mulliken charge.
Atoms and positions in Å:
C 2.23 -0.08 0.79  -0.669
C -2.51 0.72 -1.27  -0.951
C 0.94 -0.86 0.42  -0.439
N -0.27 -0.04 0.33  -0.295
O -0.15 -0.24 -2.25  -0.608
O -0.42 2.36 -1.38  -0.582
P -0.76 0.54 -1.27  0.919
I 1.30 2.88 -1.89  0.209
H 2.25 0.40 1.75  0.303
H 3.14 -0.77 0.63  0.274
H 2.32 0.77 0.00  0.027
H -2.78 1.41 -2.16  0.281
H -3.12 -0.22 -1.51  0.324
H -3.04 1.26 -0.47  0.341
H 1.10 -1.27 -0.59  0.271
H 0.77 -1.73 1.04  0.330
H -0.66 0.59 1.08  0.265


Entry 5:
This record from the OMol25 dataset describes a structure of composition C3H9INS at a distorted geometry. The level of theory is wB97M-V/def2-TZVPD.

## Properties
energy above the lowest of the compared OMol25 structures with the same formula, charge and spin: 81.2 kcal/mol
total charge: +1
frontier orbital gap (spin up / spin down): 9.2 / 6.0 eV
lowest unoccupied orbital energy (spin up / spin down): -4.07 / -5.02 eV

Each line ends with the Mulliken charge.
Atoms and positions in Å:
C 0.47 -1.25 1.73  -0.870
C -0.85 1.22 -0.16  -0.740
C 1.22 -0.69 0.56  0.099
N -0.85 1.12 -1.72  -0.193
S 1.24 -1.33 -1.00  -0.274
I 2.50 1.01 0.90  0.193
H -0.48 -0.69 1.84  0.243
H 1.09 -0.90 2.57  0.293
H 0.10 -2.27 1.70  0.394
H -1.80 0.89 0.32  0.329
H -0.37 2.07 0.19  0.388
H -1.83 1.07 -1.93  0.355
H -0.35 0.20 -1.86  0.225
H -0.42 1.86 -2.30  0.357
H 0.34 -2.31 -0.83  0.199


Entry 6:
This record from the OMol25 dataset describes a cluster of 2 separate species, C3H9N in total at a distorted geometry. The level of theory is wB97M-V/def2-TZVPD.

## Properties
energy above the lowest of the compared OMol25 structures with the same formula, charge and spin: 43.4 kcal/mol
frontier orbital gap: 10.6 eV
SMILES: C=NC.C
lowest unoccupied orbital energy: 0.91 eV

Each line ends with the Mulliken charge.
Atoms and positions in Å:
C 2.39 -0.71 0.26  -0.841
H 3.17 -0.25 0.96  0.236
H 2.19 0.03 -0.51  0.196
H 1.46 -0.90 0.76  0.105
H 2.79 -1.63 -0.16  0.302
C -0.69 0.58 0.97  -0.764
C -1.18 0.26 -1.30  -0.155
N -1.26 -0.20 -0.06  -0.388
H -1.50 1.15 1.49  0.299
H 0.05 1.37 0.62  0.310
H -0.08 -0.08 1.60  0.251
H -1.35 -0.35 -2.23  0.246
H -0.99 1.33 -1.71  0.205


Entry 7:
This record from the OMol25 dataset describes a cluster of 2 separate species, C3H9N in total at a distorted geometry. The level of theory is wB97M-V/def2-TZVPD.

## Properties
energy above the lowest of the compared OMol25 structures with the same formula, charge and spin: 43.6 kcal/mol
frontier orbital gap: 10.8 eV
SMILES: C=N.CC
lowest unoccupied orbital energy: 1.33 eV

Each line ends with the Mulliken charge.
Atoms and positions in Å:
C -2.12 -1.77 2.05  -0.751
C -3.63 -1.81 1.93  -0.798
H -1.63 -1.73 1.04  0.243
H -1.64 -2.68 2.50  0.256
H -1.84 -0.81 2.43  0.263
H -4.01 -2.85 2.13  0.242
H -4.13 -1.30 2.69  0.292
H -4.05 -1.48 0.95  0.254
C 4.49 3.05 -2.78  -0.255
N 4.46 2.51 -3.90  -0.425
H 3.55 3.29 -2.29  0.232
H 5.42 3.29 -2.30  0.237
H 5.14 2.29 -4.46  0.211


Entry 8:
This record from the OMol25 dataset describes a cluster of 2 separate species, C3H9N in total at a distorted geometry. The level of theory is wB97M-V/def2-TZVPD.

## Properties
energy above the lowest of the compared OMol25 structures with the same formula, charge and spin: 28.6 kcal/mol
total charge: +1
frontier orbital gap (spin up / spin down): 11.5 / 8.7 eV
2S+1: 2
lowest unoccupied orbital energy (spin up / spin down): -4.58 / -8.06 eV

Each line ends with the Löwdin spin population.
Atoms and positions in Å:
C -2.45 0.10 0.42  0.007
H -3.34 0.62 0.14  0.001
H -2.69 -0.75 0.95  0.000
H -1.78 0.80 0.83  0.001
H -2.07 -0.31 -0.51  0.001
C 2.62 0.28 0.07  0.456
C 1.52 -0.55 0.04  0.125
N 0.38 -0.08 -0.59  0.362
H 2.63 1.38 -0.22  0.015
H 3.39 0.00 0.80  0.018
H 1.78 -1.60 0.22  0.002
H 0.25 0.82 -1.09  0.005
H -0.24 -0.71 -1.08  0.007


| no. | total energy (eV) |
| --- | --- |
| 1 | -38584.5107 |
| 2 | -11913.3393 |
| 3 | -15900.4030 |
| 4 | -26231.4799 |
| 5 | -23672.1572 |
| 6 | -4745.2287 |
| 7 | -4745.2167 |
| 8 | -4737.2697 |